9
Properties=species:S:1:pos:R:3 method="wB97M-V/def2-TZVPD" orbital_gap_ev=9.434 e_tot_ev=-7263.9415 homo_energy_ev=-8.9 total_charge=0 e_above_lowest_kcal_mol=155.5 multiplicity=1
C -1.657 -0.032 0.585
C -0.458 -0.084 -0.155
C 1.564 -0.035 -0.358
O -1.352 1.008 -0.426
O -1.424 -1.150 -0.279
H -1.995 0.250 1.600
H 1.440 0.417 -1.322
H 2.144 -0.897 -0.297
H 1.739 0.524 0.650

=====

87
Properties=species:S:1:pos:R:3 method="wB97M-V/def2-TZVPD" orbital_gap_ev="8.297 / 6.392" e_tot_ev=-141016.8538 homo_energy_ev="-8.0 / -8.1" total_charge=0 s2=0.7894 e_above_lowest_kcal_mol=8.7 multiplicity=2
La 0.163 0.191 -0.035
C 0.396 -4.316 -0.442
C 1.549 -3.324 -0.555
C 2.558 -3.835 -1.584
C 2.225 -3.140 0.796
O 1.030 -2.040 -0.939
Ge 0.917 -1.397 -2.749
O 1.727 0.233 -2.126
C 3.106 0.531 -2.386
C 3.568 -0.070 -3.712
C 3.241 2.047 -2.449
C 3.947 -0.015 -1.238
O -0.717 -0.535 -2.274
C -1.978 -0.692 -2.955
C -2.927 -1.428 -2.019
C -2.509 0.701 -3.267
C -1.805 -1.477 -4.251
H 0.777 -5.327 -0.281
H -0.258 -4.054 0.388
H -0.189 -4.313 -1.365
H 3.049 -4.734 -1.209
H 2.071 -4.082 -2.529
H 3.326 -3.086 -1.783
H 2.599 -4.093 1.177
H 3.066 -2.446 0.713
H 1.505 -2.739 1.512
H 2.916 0.253 -4.526
H 4.585 0.259 -3.932
H 3.567 -1.161 -3.686
H 2.671 2.444 -3.291
H 2.864 2.501 -1.532
H 4.287 2.328 -2.576
H 3.920 -1.105 -1.215
H 4.988 0.305 -1.319
H 3.548 0.350 -0.290
H -3.044 -0.874 -1.084
H -3.913 -1.534 -2.475
H -2.541 -2.424 -1.791
H -2.574 1.295 -2.357
H -1.844 1.206 -3.971
H -3.501 0.632 -3.718
H -1.459 -2.495 -4.061
H -2.762 -1.534 -4.771
H -1.085 -0.988 -4.910
Cl 6.344 -3.117 3.802
C 5.152 -1.954 3.337
C 3.843 -2.097 3.790
C 2.896 -1.169 3.422
C 3.230 -0.070 2.592
C 2.262 0.882 2.214
C 4.571 0.037 2.152
C 5.520 -0.889 2.520
H 3.580 -2.940 4.413
H 1.872 -1.290 3.749
H 2.559 1.764 1.661
H 1.343 0.950 2.786
H 4.856 0.870 1.522
H 6.544 -0.798 2.185
C -2.312 -2.698 3.797
C -1.432 -1.715 4.229
C -0.703 -0.985 3.297
C -0.787 -1.187 1.908
C -1.707 -2.177 1.526
C -2.453 -2.921 2.436
H -2.887 -3.275 4.511
H -1.325 -1.510 5.288
H -0.060 -0.205 3.702
H -1.860 -2.402 0.472
H -3.149 -3.672 2.081
C 0.247 3.318 -2.588
N 0.630 4.227 -1.518
C 0.818 3.825 -0.251
N 0.890 4.796 0.704
O 1.001 2.631 0.064
H 0.695 3.654 -3.522
H -0.837 3.280 -2.680
H 0.622 2.320 -2.376
H 0.317 5.178 -1.624
H 0.386 5.653 0.544
H 0.841 4.456 1.650
Cl -3.190 1.483 2.499
C -1.945 2.632 1.975
Cl -2.177 4.198 2.770
C -1.919 2.742 0.427
O -2.071 3.829 -0.093
O -1.695 1.626 -0.169
H -0.984 2.258 2.328